ORCA calculation (wB97M-V/def2-TZVPD) on an isolated molecule of C10H19N3O4 at a distorted geometry.

Atoms and positions in Å:
C 3.700916 0.368184 1.156065
C 2.657002 1.394446 0.747495
C 1.793170 1.124800 -0.521936
C 0.818711 2.301785 -0.660167
C 1.067688 -0.196142 -0.493327
N 0.200137 -0.287081 0.685966
C -1.022117 -0.895022 0.725231
O -1.439292 -1.329011 1.807268
C -1.886054 -1.243579 -0.547676
N -2.877303 -2.231325 -0.163063
C -2.490752 0.004786 -1.128579
C -3.200674 0.901243 -0.156513
N -4.352671 0.369647 0.400635
O -2.758486 2.006258 0.189181
C 1.936455 -1.446542 -0.521392
O 2.940198 -1.508473 -1.264289
O 1.501494 -2.511921 0.170071
H 3.257945 -0.482992 1.717279
H 4.369929 0.774294 1.890911
H 4.302605 -0.008490 0.308387
H 3.147080 2.375180 0.523686
H 2.007273 1.595773 1.565747
H 2.458289 1.069259 -1.419785
H 0.285739 2.368531 -1.648409
H 1.341877 3.272686 -0.529726
H 0.068857 2.222868 0.162188
H 0.407569 -0.321520 -1.336607
H 0.672856 -0.052504 1.573840
H -1.276797 -1.646215 -1.342889
H -2.695551 -2.379610 0.835192
H -2.619711 -3.154220 -0.640429
H -1.752366 0.666933 -1.648891
H -3.340199 -0.290642 -1.842149
H -4.871682 0.988044 1.011649
H -4.454957 -0.604559 0.499284
H 2.102836 -3.214878 -0.104254

Cartesian forces (eV/Å) of the 2 atoms listed first:
C -0.16 -0.89 -0.06
C 0.72 0.63 -1.54

## Properties
Kohn-Sham gap: 9.99 eV
SMILES: CC[C@H](C)[C@H](NC(=O)[C@@H](N)CC(N)=O)C(=O)O
Energy relative to the best compared isomer or geometry (same formula, charge and spin): 109.3 kJ/mol
Highest occupied orbital energy: -9.59 eV

Results of the natural (NBO) charge analysis, in e, for atoms 1 through 8: -0.628, -0.406, -0.210, -0.622, -0.154, -0.618, 0.686, -0.632

---

ORCA calculation (wB97M-V/def2-TZVPD) on an isolated molecule of C10H19N3O4S at a distorted geometry.

Atoms and positions in Å:
C -0.444390 5.257490 -2.987884
S 0.681376 3.831379 -3.163345
C -0.266964 2.552982 -2.138791
C -0.161569 2.738443 -0.607185
C -0.880356 1.709573 0.177325
N -0.296006 0.366358 0.071053
C 0.902736 -0.015839 0.533774
O 1.726232 0.726158 1.020012
C 1.128042 -1.504017 0.470646
N 2.576573 -1.807154 0.302998
C 0.489337 -2.315225 1.644393
C 0.686185 -3.791134 1.345458
C 0.016805 -4.692102 2.323886
N 0.098392 -6.031694 2.013352
O -0.767351 -4.285563 3.167531
C -2.377649 1.560903 -0.146470
O -2.931869 0.500046 -0.471281
O -3.104303 2.681439 0.041734
H -1.221809 5.257132 -3.772041
H -0.939303 5.349440 -2.048376
H 0.220399 6.153638 -3.125353
H -1.256846 2.581528 -2.523804
H 0.182243 1.587413 -2.394128
H -0.551869 3.717780 -0.427714
H 0.936448 2.710156 -0.317349
H -0.813696 2.002112 1.237617
H -0.895573 -0.335586 -0.388221
H 0.707761 -1.885285 -0.478497
H 2.840703 -1.608100 -0.685963
H 3.074112 -1.131038 0.965309
H 1.026101 -2.029296 2.546906
H -0.583226 -2.072947 1.743044
H 0.376230 -4.110369 0.378598
H 1.799600 -4.019616 1.322000
H -0.259579 -6.701194 2.710887
H 0.804622 -6.331546 1.357070
H -2.521538 3.383737 0.302811

Cartesian forces (eV/Å) of the 2 atoms listed first:
C 0.85 0.70 -1.49
S -0.94 -0.67 1.23

## Properties
Kohn-Sham gap: 9.30 eV
SMILES: CSCC[C@H](NC(=O)[C@@H](N)CCC(N)=O)C(=O)O
Energy relative to the best compared isomer or geometry (same formula, charge and spin): 34.4 kJ/mol
Highest occupied orbital energy: -8.97 eV

Results of the natural (NBO) charge analysis, in e, for atoms 1 through 8: -0.748, 0.172, -0.496, -0.438, -0.171, -0.620, 0.663, -0.637

---

ORCA calculation (wB97M-V/def2-TZVPD) on an isolated molecule of C10H19N3O5 at a distorted geometry.

Atoms and positions in Å:
N 1.924663 3.132825 -1.674896
C 0.735225 3.480504 -2.644906
C -0.695629 2.936626 -2.306395
C -0.802550 1.555934 -2.776010
C -1.392568 0.657966 -1.611721
C -0.317125 0.659263 -0.704537
N 0.807555 0.241203 -1.402454
C -0.595117 -0.064974 0.632874
O -1.574761 0.269058 1.349872
N 0.472024 -0.786480 1.184027
C 0.055498 -1.924885 2.238729
C -0.099830 -3.203094 1.627026
C -0.946037 -4.030266 2.789071
O -2.015116 -3.558691 3.262754
O -0.140099 -5.186185 3.031938
C 0.976866 -1.843791 3.547112
O 1.485813 -2.980235 3.896475
O 1.459589 -0.654798 3.876466
H 2.807955 3.741957 -1.752330
H 1.335720 3.506139 -0.694793
H 0.865564 2.778385 -3.513385
H 0.668026 4.599977 -2.865441
H -0.878743 3.046384 -1.251159
H -1.451097 3.518590 -2.632828
H -1.472894 1.130384 -3.620303
H 0.297088 1.073620 -3.063385
H -2.288915 1.067445 -1.069521
H -1.729522 -0.249480 -2.020452
H 0.011566 1.558986 -0.272234
H 1.380060 1.006619 -1.821212
H 0.597739 -0.567374 -1.952038
H 1.414602 -0.815000 0.723302
H -0.892344 -1.409708 2.515551
H -0.711357 -3.252083 0.784651
H 0.933862 -3.391751 1.457627
H -0.894256 -5.947526 3.368466
H 0.668544 -0.095546 3.364060

Cartesian forces (eV/Å) of the 2 atoms listed first:
N -3.68 2.26 3.02
C 0.73 0.25 -1.26

## Properties
Kohn-Sham gap: 9.41 eV
SMILES: NCCCC[C@H](N)C(=O)N[C@@H](CC(=O)O)C(=O)O
Energy relative to the best compared isomer or geometry (same formula, charge and spin): 774.4 kJ/mol
Highest occupied orbital energy: -8.92 eV

Results of the natural (NBO) charge analysis, in e, for atoms 1 through 8: -0.883, -0.222, -0.459, -0.413, -0.419, -0.172, -0.865, 0.691

---

ORCA calculation (wB97M-V/def2-TZVPD) on an isolated molecule of C10H19NO4S at a distorted geometry.

Atoms and positions in Å:
C -0.778112 -1.798109 1.932067
C -0.434732 -1.876849 0.452279
C -1.413798 -2.762518 -0.392832
C 0.993961 -2.366032 0.300965
O -0.209611 -0.539192 -0.115425
C -1.349411 0.317938 -0.147681
O -2.494286 0.079338 0.146370
C -1.090295 1.586880 -0.845388
C -0.354418 2.587389 0.031979
N -0.779019 3.965628 -0.264151
C 1.110532 2.559688 -0.116055
C 2.021352 1.838056 0.625688
S 3.820931 2.174773 0.858980
C 3.950352 2.849351 2.609733
O 4.666566 0.999866 0.776507
O 4.186040 3.207840 -0.137982
H -0.062177 -1.158997 2.495478
H -1.692765 -1.477701 2.226978
H -0.680341 -2.743589 2.464924
H -2.401904 -2.974408 0.136933
H -1.605503 -2.317919 -1.400350
H -0.919496 -3.706542 -0.532970
H 1.576392 -1.741323 1.061767
H 1.239954 -3.363704 0.502931
H 1.461045 -2.056631 -0.680067
H -2.058316 1.979732 -1.095367
H -0.567080 1.457914 -1.786099
H -0.484206 2.367170 1.141315
H -1.704453 4.185117 0.218673
H -0.758646 4.072876 -1.267717
H 1.490475 3.230318 -0.758534
H 1.826398 1.032954 1.329797
H 3.855521 1.935416 3.246921
H 4.908170 3.389232 2.739944
H 3.252072 3.587231 2.761584

Cartesian forces (eV/Å) of the 2 atoms listed first:
C 3.00 -0.50 0.62
C 0.25 -0.61 -0.52

## Properties
Kohn-Sham gap: 10.20 eV
SMILES: CC(C)(C)OC(=O)C[C@H](N)/C=C/S(C)(=O)=O
Energy relative to the best compared isomer or geometry (same formula, charge and spin): 343.1 kJ/mol
Highest occupied orbital energy: -9.88 eV

Results of the natural (NBO) charge analysis, in e, for atoms 1 through 8: -0.637, 0.248, -0.634, -0.616, -0.540, 0.812, -0.572, -0.525

---

ORCA calculation (wB97M-V/def2-TZVPD) on a structure of composition C10H19NO6S at a distorted geometry.

Atoms and positions in Å:
C -3.176930 -0.530096 -0.804406
N -1.982736 -1.391308 -0.836613
C -2.112479 -2.432163 0.205034
C -0.821101 -2.791671 0.869670
O 0.257529 -3.347264 0.090644
S 1.382176 -3.677828 1.241012
O 1.207006 -5.048129 1.567096
O 2.680680 -3.255789 0.869206
O 0.817513 -2.711841 2.414359
C -0.126817 -1.786302 1.728651
C 0.762369 -0.748613 1.034625
C 0.188783 0.680450 1.100996
C 0.596092 1.474972 -0.150756
C 0.705769 2.975598 0.095740
O 2.010275 3.514044 -0.126775
C 2.473591 3.325866 -1.402502
C 1.905990 4.182620 -2.501963
O 3.343268 2.497884 -1.626831
H -4.095127 -1.122216 -0.843668
H -3.202344 0.055814 0.108379
H -3.193804 0.140905 -1.654715
H -2.081532 -1.885677 -1.713877
H -2.754038 -2.048973 0.993386
H -2.590887 -3.336765 -0.169160
H -1.084484 -3.630040 1.523745
H -0.765020 -1.333298 2.475256
H 0.969541 -1.010158 0.005088
H 1.700780 -0.748441 1.568973
H -0.886854 0.696512 1.253217
H 0.665917 1.180766 1.939059
H 1.546412 1.061017 -0.468989
H -0.096464 1.246019 -0.955644
H 0.005086 3.510933 -0.547776
H 0.403792 3.207070 1.107631
H 2.604796 4.140392 -3.323866
H 1.757297 5.211226 -2.200153
H 0.985955 3.734483 -2.864074

Cartesian forces (eV/Å) of the 2 atoms listed first:
C 0.01 -0.25 -0.02
N -0.82 -0.20 0.16

## Properties
Kohn-Sham gap: 10.52 eV
Energy relative to the best compared isomer or geometry (same formula, charge and spin): 35.5 kJ/mol
Highest occupied orbital energy: -10.07 eV

Results of the natural (NBO) charge analysis, in e, for atoms 1 through 8: -0.417, -0.617, -0.245, 0.047, -0.671, 2.521, -0.906, -0.891

---

ORCA calculation (wB97M-V/def2-TZVPD) on a cluster of 2 separate species, C10H19NSi in total at a distorted geometry.

Atoms and positions in Å:
C -0.694066 2.527383 2.793714
C -1.133167 2.374390 1.671046
C -2.108487 0.945751 -1.734453
C -2.579673 2.427977 -1.803892
C -0.977228 1.046704 -0.585978
C -2.325804 2.905355 -0.399260
C -1.493315 2.135410 0.301243
C 1.036904 -1.692617 -1.563417
C 0.471903 -2.714496 1.366955
C 3.277628 -2.215251 0.757764
N 1.721858 0.160479 0.779301
Si 1.558845 -1.541798 0.197498
H -0.556134 2.795306 3.874344
H -2.822301 0.405436 -1.135722
H -1.742043 0.423056 -2.640438
H -1.910710 3.043769 -2.520955
H -3.612328 2.520456 -2.130391
H -0.985115 0.037947 -0.226699
H -0.031732 1.332402 -1.064099
H 2.448947 0.214328 1.405338
H -2.940424 3.815154 0.000510
H 0.020369 -1.397456 -1.787915
H 1.727090 -1.138668 -2.229951
H 1.190777 -2.784007 -1.779867
H 0.703240 -3.782930 1.258668
H 0.787939 -2.270122 2.353032
H -0.553627 -2.794279 1.233003
H 2.980887 -2.915789 1.463952
H 3.565099 -2.885112 -0.076754
H 4.043232 -1.547380 1.071960
H 0.931432 0.568602 1.151462

Cartesian forces (eV/Å) of the 2 atoms listed first:
C 0.41 1.12 3.39
C -0.92 -1.35 -4.74

## Properties
Kohn-Sham gap (spin up / spin down): 6.08 / 7.12 eV
Highest occupied orbital energy (spin up / spin down): -5.24 / -9.36 eV
<S²>: 2.020
Multiplicity: 3

Results of the natural (NBO) charge analysis, in e, for atoms 1 through 8: -0.210, -0.073, -0.394, -0.469, -0.441, -0.118, -0.065, -1.151

---

Copy entry 2 word for word.
ORCA calculation (wB97M-V/def2-TZVPD) on an isolated molecule of C10H19N3O4S at a distorted geometry.

Atoms and positions in Å:
C -0.444390 5.257490 -2.987884
S 0.681376 3.831379 -3.163345
C -0.266964 2.552982 -2.138791
C -0.161569 2.738443 -0.607185
C -0.880356 1.709573 0.177325
N -0.296006 0.366358 0.071053
C 0.902736 -0.015839 0.533774
O 1.726232 0.726158 1.020012
C 1.128042 -1.504017 0.470646
N 2.576573 -1.807154 0.302998
C 0.489337 -2.315225 1.644393
C 0.686185 -3.791134 1.345458
C 0.016805 -4.692102 2.323886
N 0.098392 -6.031694 2.013352
O -0.767351 -4.285563 3.167531
C -2.377649 1.560903 -0.146470
O -2.931869 0.500046 -0.471281
O -3.104303 2.681439 0.041734
H -1.221809 5.257132 -3.772041
H -0.939303 5.349440 -2.048376
H 0.220399 6.153638 -3.125353
H -1.256846 2.581528 -2.523804
H 0.182243 1.587413 -2.394128
H -0.551869 3.717780 -0.427714
H 0.936448 2.710156 -0.317349
H -0.813696 2.002112 1.237617
H -0.895573 -0.335586 -0.388221
H 0.707761 -1.885285 -0.478497
H 2.840703 -1.608100 -0.685963
H 3.074112 -1.131038 0.965309
H 1.026101 -2.029296 2.546906
H -0.583226 -2.072947 1.743044
H 0.376230 -4.110369 0.378598
H 1.799600 -4.019616 1.322000
H -0.259579 -6.701194 2.710887
H 0.804622 -6.331546 1.357070
H -2.521538 3.383737 0.302811

Cartesian forces (eV/Å) of the 2 atoms listed first:
C 0.85 0.70 -1.49
S -0.94 -0.67 1.23

## Properties
Kohn-Sham gap: 9.30 eV
SMILES: CSCC[C@H](NC(=O)[C@@H](N)CCC(N)=O)C(=O)O
Energy relative to the best compared isomer or geometry (same formula, charge and spin): 34.4 kJ/mol
Highest occupied orbital energy: -8.97 eV

Results of the natural (NBO) charge analysis, in e, for atoms 1 through 8: -0.748, 0.172, -0.496, -0.438, -0.171, -0.620, 0.663, -0.637

---

What did the sixth record say?
ORCA calculation (wB97M-V/def2-TZVPD) on a cluster of 2 separate species, C10H19NSi in total at a distorted geometry.

Atoms and positions in Å:
C -0.694066 2.527383 2.793714
C -1.133167 2.374390 1.671046
C -2.108487 0.945751 -1.734453
C -2.579673 2.427977 -1.803892
C -0.977228 1.046704 -0.585978
C -2.325804 2.905355 -0.399260
C -1.493315 2.135410 0.301243
C 1.036904 -1.692617 -1.563417
C 0.471903 -2.714496 1.366955
C 3.277628 -2.215251 0.757764
N 1.721858 0.160479 0.779301
Si 1.558845 -1.541798 0.197498
H -0.556134 2.795306 3.874344
H -2.822301 0.405436 -1.135722
H -1.742043 0.423056 -2.640438
H -1.910710 3.043769 -2.520955
H -3.612328 2.520456 -2.130391
H -0.985115 0.037947 -0.226699
H -0.031732 1.332402 -1.064099
H 2.448947 0.214328 1.405338
H -2.940424 3.815154 0.000510
H 0.020369 -1.397456 -1.787915
H 1.727090 -1.138668 -2.229951
H 1.190777 -2.784007 -1.779867
H 0.703240 -3.782930 1.258668
H 0.787939 -2.270122 2.353032
H -0.553627 -2.794279 1.233003
H 2.980887 -2.915789 1.463952
H 3.565099 -2.885112 -0.076754
H 4.043232 -1.547380 1.071960
H 0.931432 0.568602 1.151462

Cartesian forces (eV/Å) of the 2 atoms listed first:
C 0.41 1.12 3.39
C -0.92 -1.35 -4.74

## Properties
Kohn-Sham gap (spin up / spin down): 6.08 / 7.12 eV
Highest occupied orbital energy (spin up / spin down): -5.24 / -9.36 eV
<S²>: 2.020
Multiplicity: 3

Results of the natural (NBO) charge analysis, in e, for atoms 1 through 8: -0.210, -0.073, -0.394, -0.469, -0.441, -0.118, -0.065, -1.151